[1]
92
Properties=species:S:1:pos:R:3:mulliken_charge:R:1 method="wB97M-V/def2-TZVPD" spin_multiplicity=1 total_charge=-2 de_lowest_kj_mol=0.0
K -0.1760 -0.2014 0.1685 0.919
C 1.8853 -2.2677 0.8298 -0.223
C 1.4137 -2.7587 -0.4111 -0.744
C 0.1475 -3.3812 -0.1488 0.446
C -0.0936 -3.2405 1.2436 -0.823
C 0.9650 -2.5574 1.8487 -0.854
C 1.1643 -2.2743 3.3235 2.975
C 2.1749 -3.2722 3.9099 -2.102
C 1.7051 -0.8558 3.5414 -1.295
C -0.1569 -2.4087 4.0820 -2.138
C -0.7853 -4.2527 -0.9971 2.689
C -1.1340 -3.6719 -2.3742 -1.711
C -2.1313 -4.4514 -0.2811 -2.180
C -0.1896 -5.6627 -1.1736 -1.814
C 2.1932 -2.4907 -1.7070 3.481
C 2.4737 -3.7664 -2.5156 -2.113
C 3.5720 -1.8913 -1.3877 -2.180
C 1.4929 -1.4557 -2.6046 -1.274
H 2.8032 -1.7134 0.9700 0.310
H -0.9572 -3.6179 1.7719 0.219
H 3.1367 -3.1780 3.4014 0.314
H 1.8221 -4.2966 3.7692 0.409
H 2.3257 -3.0952 4.9819 0.472
H 2.6550 -0.7229 3.0171 0.347
H 1.8815 -0.6626 4.6055 0.400
H 1.0053 -0.1032 3.1695 -0.052
H -0.5233 -3.4386 4.0507 0.374
H -0.9210 -1.7634 3.6452 0.302
H -0.0270 -2.1217 5.1308 0.397
H -1.5555 -2.6685 -2.2758 0.045
H -1.8779 -4.3075 -2.8683 0.555
H -0.2733 -3.6080 -3.0342 0.290
H -2.5926 -3.4952 -0.0311 0.287
H -2.0133 -5.0159 0.6443 0.386
H -2.8142 -5.0088 -0.9301 0.482
H 0.7763 -5.6353 -1.6733 0.224
H -0.8641 -6.3037 -1.7559 0.460
H -0.0390 -6.1177 -0.1922 0.348
H 2.9738 -4.5084 -1.8880 0.354
H 3.1243 -3.5351 -3.3667 0.474
H 1.5684 -4.2195 -2.9119 0.298
H 4.1553 -2.5559 -0.7464 0.428
H 3.4834 -0.9242 -0.8900 0.102
H 4.1225 -1.7320 -2.3203 0.492
H 0.4857 -1.7521 -2.8856 -0.308
H 2.0657 -1.2875 -3.5245 0.625
H 1.4173 -0.4926 -2.0988 -0.211
C -4.8209 -0.2632 -1.6206 -0.923
C -3.5178 -0.5863 -1.1952 -0.001
N -2.4687 0.1472 -1.4622 0.251
C -2.6173 1.2897 -2.1773 -0.193
C -3.8888 1.7074 -2.6441 1.162
C -4.9950 0.8804 -2.3419 -0.676
C -4.0331 2.9121 -3.3718 -0.977
C -2.9153 3.6712 -3.6017 -0.707
C -1.6473 3.2778 -3.1654 -0.832
C -1.4283 2.0899 -2.4514 0.000
N -0.2552 1.6895 -1.9290 0.297
C 0.9371 2.0525 -2.4359 -0.369
C 1.2093 2.3684 -3.7744 -0.669
C 2.5041 2.6251 -4.2369 -0.788
C 3.5943 2.6061 -3.4070 -1.073
C 3.3942 2.2901 -2.0419 1.699
C 4.4628 2.2320 -1.1180 -0.871
C 4.2276 1.9103 0.1862 -0.746
C 2.9029 1.6233 0.5734 -0.327
N 1.8914 1.6616 -0.2547 -0.133
C 2.0971 2.0047 -1.5506 0.301
H -5.6522 -0.9073 -1.3647 0.386
H -3.3451 -1.4829 -0.6076 0.131
H -5.9805 1.1795 -2.6843 0.362
H -5.0140 3.2203 -3.7139 0.321
H -3.0111 4.6124 -4.1348 0.339
H -0.8031 3.9284 -3.3481 0.526
H 0.3895 2.3717 -4.4797 0.600
H 2.6426 2.8420 -5.2919 0.328
H 4.5936 2.8116 -3.7725 0.329
H 5.4686 2.4413 -1.4681 0.350
H 5.0298 1.8571 0.9111 0.406
H 2.6742 1.3450 1.5981 0.378
F -1.3594 -0.7129 8.2951 -0.368
C -1.3849 -0.1702 7.0613 0.459
C -0.3412 0.6175 6.6141 0.236
F 0.7092 0.8430 7.4279 -0.383
C -0.3806 1.1722 5.3477 0.504
F 0.6690 1.9344 5.0037 -0.419
C -1.4348 0.9739 4.4531 -0.422
Se -1.4605 1.7195 2.7181 -0.358
C -2.4638 0.1696 4.9499 0.375
F -3.5344 -0.1073 4.1895 -0.386
C -2.4548 -0.3892 6.2139 0.350
F -3.4819 -1.1541 6.6325 -0.350


[2]
86
Properties=species:S:1:pos:R:3:mulliken_charge:R:1 method="wB97M-V/def2-TZVPD" spin_multiplicity=3 total_charge=+2 de_lowest_kj_mol=273.3
W -1.4753 0.5612 -1.3086 -0.432
C -2.5500 0.6961 -3.0468 -0.229
C -2.2606 -0.6717 -2.6659 -0.283
C -1.1065 -1.4006 -3.2710 -0.681
C 0.2327 -0.6065 -3.2561 -1.074
C 0.3483 0.4275 -2.1619 0.785
C -0.2107 1.7843 -2.2993 -0.412
C -0.6137 2.2194 -3.6818 -1.179
C -1.8130 1.3881 -4.1780 -0.987
C 1.7301 -0.0389 1.9858 -2.014
H -3.5927 1.0013 -2.9626 0.844
H -3.0991 -1.2707 -2.3118 0.766
H -1.3071 -1.6607 -4.3225 0.682
H -0.9689 -2.3632 -2.7592 -0.373
H 1.0380 -1.3466 -3.0874 0.483
H 0.4022 -0.1518 -4.2527 0.395
H 1.2651 0.3862 -1.5859 -0.146
H 0.2501 2.5472 -1.6763 0.912
H 0.2201 2.1047 -4.3929 0.493
H -0.8593 3.2956 -3.6848 0.431
H -2.4958 2.1017 -4.6683 0.411
H -1.4865 0.6780 -4.9561 0.277
H 1.0275 0.7098 1.6077 0.449
H 2.1456 0.3324 2.9303 0.568
H 1.1655 -0.9512 2.1799 0.589
P -0.6065 -1.4651 -0.0328 0.183
P 2.9754 -0.3986 0.7590 2.260
C 0.9888 -2.2066 -0.2410 -0.601
C 2.2074 -1.5493 -0.3552 -0.932
C -1.8061 -2.8295 0.1132 1.438
C -1.8195 -3.9178 -0.7791 -0.500
C -2.7946 -4.9101 -0.6484 -0.931
C -3.7252 -4.8560 0.3916 -0.545
C -3.7124 -3.7705 1.2766 -0.931
C -2.8093 -2.7331 1.0904 -0.418
C -3.2501 1.5274 -0.6326 0.185
C -2.7115 2.8311 -0.7607 0.206
C -3.0980 3.7812 0.1966 -1.290
C -4.3052 3.6058 0.8746 -0.260
C -5.0054 2.3921 0.7541 -0.802
C -4.4239 1.3006 0.0956 -0.093
C 4.4374 -1.1983 1.4780 0.185
C 4.2324 -2.4129 2.1631 -0.385
C 5.3182 -3.2109 2.5296 -0.732
C 6.6222 -2.7812 2.2392 -0.444
C 6.8365 -1.5521 1.5959 -0.745
C 5.7492 -0.7589 1.2157 -0.237
C 3.4002 1.1899 0.0061 0.525
C 3.2584 2.3051 0.8533 -0.390
C 3.3823 3.6042 0.3676 -0.832
C 3.6857 3.8207 -0.9798 -0.518
C 3.8839 2.7224 -1.8297 -0.639
C 3.7452 1.4104 -1.3427 -0.467
H 0.9594 -3.3014 -0.3711 0.655
H 2.9025 -1.8923 -1.1267 0.494
H -1.0751 -3.9887 -1.5649 0.306
H -2.8165 -5.7360 -1.3567 0.434
H -4.4594 -5.6568 0.5297 0.391
H -4.4051 -3.7267 2.1128 0.468
H -2.8739 -1.8457 1.7100 0.390
H -2.1047 3.1099 -1.6305 0.285
H -2.4582 4.6566 0.3730 0.455
H -4.7035 4.4228 1.4791 0.481
H -5.9852 2.3056 1.2211 0.420
H -4.8693 0.2961 0.0987 0.470
H 3.2093 -2.7477 2.3574 0.305
H 5.1459 -4.1700 3.0320 0.403
H 7.4732 -3.4063 2.5263 0.395
H 7.8596 -1.2181 1.3882 0.401
H 5.9086 0.1885 0.6916 0.393
H 3.0364 2.1523 1.9101 0.390
H 3.2466 4.4478 1.0552 0.450
H 3.7781 4.8423 -1.3622 0.440
H 4.1426 2.8964 -2.8771 0.444
H 3.9142 0.5732 -2.0224 0.426
F -3.2909 0.7209 5.7282 -0.316
C -2.5733 0.7391 4.5515 0.167
C -2.4891 1.9267 3.8330 -0.555
C -1.7679 1.9290 2.6059 -0.842
C -1.3112 0.7234 2.1404 0.792
C -1.3716 -0.4383 2.8489 -0.501
C -2.0043 -0.4521 4.1164 -1.131
H -2.9685 2.8346 4.1971 0.493
H -1.6376 2.8581 2.0647 0.526
H -0.9848 -1.3844 2.4659 1.034
H -2.0674 -1.3705 4.7027 0.473


[3]
86
Properties=species:S:1:pos:R:3:mulliken_charge:R:1 method="wB97M-V/def2-TZVPD" spin_multiplicity=1 e_tot_ha=-2092.2324 total_charge=+1
C 1.5612 4.4183 2.5689 -0.458
C 0.2659 4.6931 3.0189 -0.629
C -0.7778 3.8037 2.7578 -0.258
C -0.5266 2.6271 2.0313 -0.172
P -1.9110 1.5168 1.6823 2.169
C -2.6181 2.0018 0.0880 -0.095
C -3.7021 1.2631 -0.4167 -0.034
C -4.2824 1.6281 -1.6332 -0.676
C -3.7993 2.7332 -2.3421 -0.457
C -2.7286 3.4740 -1.8313 -0.658
C -2.1347 3.1146 -0.6193 -0.285
C -1.2318 -0.1485 1.4919 0.231
C -1.1431 -0.9753 2.6242 -0.734
C -0.6184 -2.2646 2.5014 -0.132
C -0.1934 -2.7428 1.2566 -0.613
C -0.2968 -1.9216 0.1300 -0.623
C -0.8194 -0.6295 0.2376 -0.291
C -3.1690 1.5979 2.9019 -0.835
C -4.4601 2.0333 2.6011 0.069
N -5.5754 2.3931 2.4514 -0.644
C 0.7755 2.3410 1.5871 -0.220
C 1.8091 3.2435 1.8519 -0.682
H 2.3745 5.1157 2.7803 0.386
H 0.0613 5.6055 3.5769 0.391
H -1.7892 4.0087 3.1119 0.436
H -4.0893 0.4080 0.1432 0.367
H -5.1206 1.0485 -2.0189 0.383
H -4.2602 3.0200 -3.2891 0.378
H -2.3501 4.3415 -2.3713 0.392
H -1.3019 3.6969 -0.2191 0.305
H -1.4959 -0.6070 3.5889 0.236
H -0.5472 -2.8992 3.3848 0.367
H 0.2110 -3.7533 1.1640 0.391
H 0.0261 -2.2887 -0.8436 0.398
H -0.9185 -0.0028 -0.6511 0.433
H -2.9234 1.4029 3.9488 0.433
H 0.9772 1.4196 1.0385 0.357
H 2.8152 3.0236 1.4966 0.396
C -9.6936 -1.5579 10.0152 -0.517
C -9.5474 -2.8532 10.8260 -0.514
C -8.2310 -3.5133 10.3818 -0.502
N -7.7557 -2.7332 9.2385 0.140
C -6.4559 -2.8847 8.7566 -0.184
C -6.1756 -3.6657 7.6039 -0.467
C -4.8873 -3.7723 7.1308 -1.083
C -3.7751 -3.1177 7.7641 1.046
C -2.4987 -3.2907 7.1710 0.123
C -1.2004 -2.8473 7.5280 1.084
C -0.8646 -2.0379 8.6532 -0.617
C 0.4378 -1.6599 8.9012 -0.296
C 1.5018 -2.0657 8.0601 -0.483
N 2.7985 -1.6678 8.3514 0.104
C 3.2492 -0.2877 8.1112 -0.532
C 4.2053 0.0603 9.2612 -0.533
C 4.4291 -1.2277 10.0671 -0.528
C 3.5896 -2.3289 9.4018 -0.534
C 1.1949 -2.8783 6.9371 -0.662
C -0.1042 -3.2561 6.6900 -0.756
C -4.0779 -2.3600 8.9346 -0.566
C -5.3729 -2.2489 9.4053 -0.518
C -8.4509 -1.4513 9.1167 -0.521
H -10.5914 -1.5867 9.3919 0.271
H -9.7469 -0.6833 10.6693 0.283
H -9.5051 -2.6439 11.8986 0.281
H -10.3810 -3.5334 10.6326 0.275
H -7.4953 -3.4982 11.2065 0.307
H -8.3731 -4.5651 10.0925 0.248
H -7.0160 -4.1600 7.1113 0.469
H -4.6949 -4.3760 6.2428 0.365
H -2.5128 -3.9219 6.2845 0.284
H -1.6241 -1.7041 9.3496 0.338
H 0.6865 -1.0367 9.7658 0.514
H 3.7860 -0.2552 7.1495 0.306
H 2.4041 0.4122 8.0434 0.313
H 5.1413 0.4442 8.8500 0.299
H 3.7587 0.8345 9.8941 0.268
H 5.4801 -1.5243 10.0641 0.294
H 4.1079 -1.0901 11.1050 0.267
H 2.9502 -2.8581 10.1235 0.312
H 4.2474 -3.0762 8.9303 0.308
H 2.0254 -3.1812 6.2935 0.497
H -0.3169 -3.8985 5.8328 0.363
H -3.2998 -1.8526 9.4898 0.386
H -5.5947 -1.6626 10.3015 0.466
H -8.7181 -1.2631 8.0659 0.253
H -7.8065 -0.6154 9.4431 0.326


[4]
90
Properties=species:S:1:pos:R:3:mulliken_charge:R:1 method="wB97M-V/def2-TZVPD" spin_multiplicity=4 total_charge=0 de_lowest_kj_mol=0.0
Pt -2.1579 -1.4167 0.4894 2.190
C -3.9087 -1.5620 4.5162 -0.653
C -4.3158 -0.2447 4.6987 -0.839
C -4.1066 0.6776 3.6903 -0.807
C -3.4861 0.2951 2.4979 1.019
C -3.0727 -1.0319 2.3024 -0.893
C -3.3023 -1.9471 3.3287 -0.044
C -3.2598 1.2547 1.4020 0.967
C -3.4307 2.6579 1.5545 -1.002
C -3.1970 3.4885 0.5080 -1.280
C -2.7859 2.9591 -0.7377 1.171
C -2.5094 3.7590 -1.8688 -0.859
C -2.0880 3.1869 -3.0349 -0.775
C -1.9221 1.7870 -3.1143 -0.437
C -2.1778 0.9896 -2.0343 0.409
C -2.6225 1.5628 -0.8211 -0.680
N -2.8603 0.7566 0.2507 0.169
H -4.0704 -2.2916 5.3009 0.417
H -4.8001 0.0575 5.6178 0.380
H -4.4455 1.6964 3.8350 0.322
H -3.0042 -2.9822 3.2025 0.439
H -3.7233 3.0599 2.5129 0.341
H -3.3088 4.5612 0.6179 0.434
H -2.6302 4.8333 -1.7925 0.426
H -1.8674 3.8039 -3.8961 0.406
H -1.5701 1.3451 -4.0381 0.380
H -2.0102 -0.0814 -2.0591 0.231
C 5.0174 4.9212 -2.8077 -1.637
C 4.0206 3.9521 -2.2294 0.580
C 3.3965 3.0047 -3.0284 -0.964
C 2.4569 2.1148 -2.5135 1.129
C 1.8406 1.0940 -3.4388 -1.335
C 2.1431 2.1779 -1.1540 -0.410
Te 0.6921 0.7583 -0.3590 0.582
N -0.3257 -1.3045 -0.4415 -1.062
C 0.3037 -2.2475 -1.1510 0.360
O 1.2689 -2.0807 -1.9102 -0.678
C -0.2776 -3.6560 -1.0638 0.475
C -0.0759 -4.4996 -2.1534 -0.468
C -0.6156 -5.7778 -2.1727 -0.592
C -1.3483 -6.2392 -1.0843 -0.430
C -1.5321 -5.4135 0.0170 -0.914
C -1.0013 -4.1286 0.0249 -0.319
C 1.9914 -0.0322 1.1187 0.159
C 1.5598 0.0063 2.4499 1.240
C 0.2370 0.5787 2.8892 -1.832
C 2.3870 -0.5244 3.4381 -1.017
C 3.6224 -1.0759 3.1438 0.702
C 4.4992 -1.6515 4.2230 -1.622
C 4.0322 -1.0880 1.8173 -0.944
C 3.2447 -0.5791 0.7912 1.025
C 3.7938 -0.6344 -0.6091 -1.338
C 2.7412 3.1392 -0.3300 1.215
C 2.4142 3.2565 1.1368 -1.292
C 3.6758 4.0082 -0.8848 -0.931
H 5.4433 4.5417 -3.7365 0.378
H 5.8331 5.1109 -2.1092 0.388
H 4.5433 5.8809 -3.0272 0.300
H 3.6471 2.9513 -4.0838 0.366
H 2.2746 0.1036 -3.2815 0.237
H 1.9947 1.3800 -4.4795 0.498
H 0.7681 0.9890 -3.2674 -0.072
H 0.5202 -4.1266 -2.9766 0.474
H -0.4569 -6.4208 -3.0297 0.410
H -1.7644 -7.2391 -1.0910 0.364
H -2.0961 -5.7639 0.8726 0.390
H -1.1704 -3.4941 0.8928 0.579
H -0.5630 -0.1559 2.7750 0.121
H -0.0514 1.4547 2.3073 0.117
H 0.2788 0.8640 3.9409 0.558
H 2.0497 -0.4943 4.4692 0.338
H 4.0605 -1.5020 5.2091 0.362
H 5.4872 -1.1877 4.2160 0.356
H 4.6415 -2.7240 4.0755 0.331
H 4.9978 -1.5151 1.5642 0.436
H 4.5726 -1.3947 -0.6717 0.460
H 4.2334 0.3243 -0.8953 0.268
H 3.0157 -0.8944 -1.3204 -0.120
H 1.3343 3.2358 1.3032 0.060
H 2.8068 4.1880 1.5451 0.442
H 2.8418 2.4278 1.7054 0.265
H 4.1456 4.7510 -0.2465 0.384
N -3.2756 -3.5860 -2.2626 -0.245
C -3.9998 -2.5892 -1.7608 0.439
N -4.4688 -1.6590 -2.6071 -0.358
S -4.3557 -2.4790 -0.0892 -0.414
H -2.9387 -3.5671 -3.2115 0.233
H -2.8129 -4.2148 -1.6202 0.100
H -4.1376 -1.5865 -3.5551 0.207
H -4.9272 -0.8626 -2.2008 0.233